67
Properties=species:S:1:pos:R:3:forces:R:3 method="wB97M-V/def2-TZVPD" e_above_lowest_kcal_mol=5.5 e_tot_ev=-68145.4129 s_squared=6.021 multiplicity=5 e_lumo_ev="0.47 / 0.47" e_homo_ev="-5.448 / -7.202"
Cr 0.7609 0.2737 -0.2675 0.67 -0.62 0.49
C -2.2016 0.5450 0.6522 -0.32 0.02 0.38
C -1.9388 1.7302 1.5837 0.11 -0.30 -0.13
C -0.6876 1.6471 2.4142 0.42 0.07 -0.22
C -0.7685 1.8248 3.7868 0.18 0.10 0.48
C 0.3904 1.9348 4.5443 0.28 -0.07 -0.71
C 1.6090 1.8510 3.8690 -0.45 0.19 0.63
C 1.6062 1.6328 2.5088 -0.17 -0.09 -0.40
N 0.4895 1.5091 1.7774 -0.35 0.18 1.11
N -1.4056 0.5395 -0.5777 -0.45 0.11 -0.12
C -1.8006 -0.6186 -1.3823 -0.04 -0.25 -0.13
C -0.8947 -0.7664 -2.5764 0.57 0.50 0.21
C -1.1748 -1.6574 -3.5887 0.17 -0.21 -0.59
C -0.3120 -1.7338 -4.6819 0.05 0.40 0.69
C 0.8005 -0.8968 -4.6900 -0.28 -0.38 -0.32
C 1.0170 -0.0512 -3.6253 -0.46 0.22 0.59
N 0.1984 0.0211 -2.5623 -0.49 -0.39 -1.38
C -1.6365 1.7782 -1.3482 0.04 0.19 -0.21
C -0.5238 2.7831 -1.1718 0.17 -0.23 0.00
C -0.6873 4.1271 -1.4648 0.19 0.38 0.03
C 0.4033 4.9865 -1.3646 -0.04 -0.57 0.06
C 1.6252 4.4512 -0.9736 -0.28 0.28 -0.10
C 1.7010 3.1022 -0.6938 0.04 -0.05 0.02
N 0.6524 2.2786 -0.7832 0.02 1.43 -0.58
H -3.2757 0.5516 0.3873 0.17 -0.02 0.02
H -1.9704 -0.3722 1.1937 -0.06 0.02 -0.14
H -2.7884 1.8142 2.2638 -0.01 0.04 -0.09
H -1.8881 2.6548 1.0045 -0.12 0.09 0.07
H -1.7330 1.9059 4.2687 -0.10 0.02 -0.05
H 0.3482 2.1130 5.6089 -0.01 -0.06 0.06
H 2.5401 1.9620 4.4001 0.15 -0.01 0.02
H 2.5300 1.5477 1.9542 0.08 -0.19 -0.12
H -2.8527 -0.5415 -1.7097 0.12 0.03 0.06
H -1.7028 -1.5153 -0.7667 -0.02 0.07 0.01
H -2.0560 -2.2813 -3.5320 -0.06 -0.02 0.00
H -0.5069 -2.4160 -5.4931 0.00 -0.09 -0.09
H 1.4836 -0.9046 -5.5233 0.14 0.01 -0.08
H 1.8622 0.6226 -3.6054 0.15 0.00 0.02
H -2.6101 2.2236 -1.0996 0.11 -0.06 -0.01
H -1.6602 1.5276 -2.4139 -0.08 0.07 0.18
H -1.6508 4.5071 -1.7701 -0.13 -0.03 -0.02
H 0.3051 6.0357 -1.5959 -0.04 0.10 0.00
H 2.5007 5.0759 -0.8831 0.08 -0.01 0.00
H 2.6295 2.6422 -0.3866 0.04 -0.21 0.05
C 0.9378 -1.6994 2.7032 0.02 0.08 -0.14
N -0.3909 -1.7173 2.1069 -0.17 -0.31 0.20
C -1.3867 -1.7675 3.1677 0.16 0.02 -0.06
C -0.5429 -2.8784 1.2350 -0.12 0.13 -0.08
C 0.4139 -2.9273 0.0607 0.10 -0.01 -0.05
C 0.6473 -4.1950 -0.4707 -0.09 -0.13 0.06
C 1.5288 -4.3828 -1.5159 -0.09 -0.20 -0.03
C 2.2270 -3.2905 -1.9988 0.14 -0.01 -0.08
C 1.9723 -2.0385 -1.4739 0.17 -0.03 -0.10
C 1.0259 -1.7835 -0.4723 -0.36 -0.62 0.23
H 1.1253 -2.5998 3.3101 -0.02 -0.05 -0.01
H 1.0345 -0.8278 3.3461 -0.01 0.05 0.09
H 1.6808 -1.6355 1.9115 0.10 0.03 0.06
H -1.1953 -2.5890 3.8753 -0.02 -0.04 0.02
H -2.3856 -1.9157 2.7560 -0.06 0.02 -0.08
H -1.3716 -0.8276 3.7210 -0.01 -0.02 0.09
H -1.5771 -2.8815 0.8554 0.01 0.00 0.18
H -0.4261 -3.8063 1.8256 -0.05 0.01 -0.06
H 0.1200 -5.0489 -0.0584 0.01 -0.09 0.07
H 1.6781 -5.3665 -1.9373 0.05 -0.12 0.00
H 2.9707 -3.4216 -2.7756 0.02 0.02 -0.07
H 2.5411 -1.2038 -1.8700 0.06 0.00 0.04
F 2.6467 0.3591 0.0123 0.19 0.59 0.06